Record 1
This record from the OMol25 dataset describes a cluster of 2 separate species, C6H16N2O in total. The level of theory is ωB97M-V/def2-TZVPD.

Geometry as XYZ:
```
25
Properties=species:S:1:pos:R:3:forces:R:3:mulliken_charge:R:1
C 0.923 0.502 1.014 0.11 -0.37 -0.51 2.090
C 1.786 1.684 0.576 -0.02 -0.59 -0.17 -1.903
C 1.209 0.078 2.451 0.34 -0.56 -0.24 -1.451
C -0.551 0.836 0.806 0.36 -0.41 -0.15 -1.814
N 1.297 -0.925 -1.066 0.16 0.82 0.11 -0.645
O 1.347 -0.777 0.353 0.05 0.16 0.04 -0.299
H 2.265 -0.864 -1.405 -0.39 -0.12 0.32 0.218
H 0.989 -1.888 -1.198 0.13 0.18 0.14 0.223
H 1.613 1.909 -0.475 0.00 0.06 -0.09 0.421
H 2.842 1.462 0.717 0.10 0.00 0.05 0.439
H 1.526 2.558 1.169 -0.02 0.08 0.03 0.428
H 1.869 0.776 2.958 -0.06 0.07 0.14 0.326
H 0.293 -0.076 3.013 -0.04 0.05 0.15 0.329
H 1.724 -0.896 2.347 -0.17 0.51 0.51 0.319
H -0.726 1.184 -0.208 -0.09 0.04 -0.12 0.318
H -1.175 -0.032 1.002 -0.04 -0.06 0.01 0.486
H -0.836 1.623 1.502 0.01 0.11 0.02 0.432
C -1.567 -0.618 -2.317 -0.18 0.14 0.00 -0.846
C -2.216 -1.465 -1.273 0.18 0.12 -0.38 0.177
N -3.140 -1.158 -0.480 -0.51 -0.06 0.65 -0.671
H -3.471 -0.197 -0.577 0.15 0.00 -0.27 0.240
H -1.827 -2.477 -1.181 0.08 -0.21 0.00 0.358
H -1.559 -1.140 -3.272 -0.01 -0.03 -0.10 0.321
H -0.531 -0.435 -2.028 -0.07 0.06 -0.11 0.179
H -2.085 0.334 -2.430 -0.05 0.02 -0.03 0.322
```
Forces are in eV/Å.

Results
Relative energy (zero: lowest compared OMol25 entry of this formula, charge and spin) (kcal per mole): 74.6
SMILES: CC(C)(C)ON.[H]/N=C\C
Spin multiplicity: 1
HOMO-LUMO gap (eV): 10.3
Maximum force (eV Å⁻¹): 0.84
Energy (hartree): -422.867797

---

Record 2
This record from the OMol25 dataset describes a structure of composition C22H33N3O2S in a non-equilibrium geometry. The level of theory is ωB97M-V/def2-TZVPD.

Geometry as XYZ:
```
61
Properties=species:S:1:pos:R:3:forces:R:3:mulliken_charge:R:1
C -8.024 -2.516 0.978 4.87 -2.80 -5.97 -1.476
C -6.854 -1.571 0.379 -5.30 1.55 -0.14 -0.288
O -5.599 -2.122 0.472 -7.08 -4.31 3.29 -0.267
C -4.577 -1.583 0.096 5.51 3.85 -4.35 0.753
C -3.408 -2.424 0.131 -4.01 1.56 1.92 -0.815
C -2.289 -1.750 -0.011 6.59 -2.14 0.15 0.405
C -2.280 -0.502 -0.417 1.25 8.46 -6.32 0.066
C -3.407 0.331 -0.870 -1.35 -0.69 2.90 -0.797
C -4.650 -0.236 -0.495 7.62 -4.37 0.55 -0.872
H -5.463 0.261 -0.550 -5.64 3.06 -0.38 0.710
H -3.434 1.510 -1.133 0.75 -3.17 0.29 0.180
C -0.990 0.379 -1.047 2.66 -9.62 0.17 -0.519
N -0.645 1.280 -0.225 2.33 11.41 9.10 1.004
C -0.468 1.232 1.334 -1.44 -7.28 -4.56 -1.260
C 0.912 0.644 1.510 -3.22 2.01 7.35 -0.693
N 1.800 1.644 1.345 6.03 3.21 -3.48 0.257
C 3.254 1.290 1.761 -2.89 6.75 -1.33 -1.842
C 3.779 0.108 1.332 2.88 -1.26 -4.96 1.032
N 4.317 0.027 -0.009 -2.83 -0.79 7.05 -0.420
C 4.606 -1.314 -0.002 1.97 4.67 -7.32 0.316
C 4.502 -2.136 0.909 -2.67 -0.76 8.72 -0.659
S 3.793 -1.134 2.476 1.25 -1.96 -3.51 -0.128
H 4.806 -3.045 1.191 0.97 -3.26 0.20 0.614
C 5.112 -1.708 -1.287 2.45 -1.70 -7.56 0.398
C 6.644 -1.170 -1.793 -6.09 -17.29 5.98 -1.775
H 7.318 -1.848 -0.814 -1.29 1.47 -2.95 0.168
H 6.755 -0.457 -1.377 2.48 17.20 8.04 0.690
H 7.081 -1.409 -2.568 3.36 -2.24 -8.06 0.557
C 4.938 -3.287 -1.623 8.48 2.72 -3.03 -1.456
H 5.672 -3.873 -0.987 -1.45 0.30 -0.70 0.316
H 3.992 -3.449 -1.660 -6.09 -1.91 0.55 0.576
H 5.292 -3.500 -2.880 -0.78 0.75 3.85 0.260
H 4.643 -1.151 -2.189 -0.61 -0.87 1.94 0.172
H 3.165 1.343 2.780 0.24 0.27 2.78 0.583
H 3.807 2.214 1.359 -0.40 -1.47 0.78 0.372
C 1.834 2.065 -0.179 -5.10 -9.61 3.33 -1.265
H 2.049 0.938 -0.933 -0.76 2.74 2.35 0.104
C 0.383 2.373 -0.333 -0.51 -0.25 -11.82 -0.323
C 0.137 3.832 -0.087 -2.03 1.05 1.23 -1.258
C -1.319 4.466 -0.452 3.79 -15.69 -4.00 -0.857
O -2.209 3.634 0.241 -2.10 15.73 0.90 -0.578
H -2.250 2.827 0.280 0.71 -13.42 -0.50 0.275
H -1.374 5.357 -0.265 -1.20 9.63 2.05 0.727
H -1.338 4.099 -1.616 -0.31 1.78 2.25 0.217
H 0.835 4.485 -0.589 0.80 -0.36 -0.18 0.384
H 0.386 3.758 0.970 -0.38 1.71 0.69 0.455
H 0.401 2.257 -1.651 -0.03 1.08 2.56 0.189
H 2.662 2.463 -0.473 4.32 3.97 -1.45 1.059
H 1.142 -0.219 1.045 0.23 -3.37 -1.52 0.677
H 0.877 0.584 2.768 0.34 -0.98 -2.83 0.257
H -0.669 2.096 1.828 -0.45 2.62 1.04 0.580
H -1.199 0.428 1.522 0.04 0.42 1.04 0.519
H -0.744 0.684 -2.084 -1.14 -0.46 0.21 0.357
H -0.002 -0.535 -0.770 -1.90 0.68 -1.74 0.067
H -1.199 -2.286 0.190 -2.80 1.47 -0.55 0.138
H -3.429 -3.151 0.896 -0.35 -1.66 0.02 0.297
H -7.225 -1.364 -0.737 1.39 -0.17 2.18 0.328
H -7.089 -0.631 1.031 1.47 -1.00 -1.36 0.290
H -7.851 -2.673 1.953 1.58 -1.70 3.51 0.450
H -8.907 -2.064 1.108 -3.56 2.05 -1.05 0.505
H -8.003 -3.502 0.219 -0.58 2.40 2.64 0.244
```
Forces are in eV/Å.

Results
Relative energy (zero: lowest compared OMol25 entry of this formula, charge and spin) (kcal per mole): 477.1
Spin multiplicity: 1
HOMO-LUMO gap (eV): 7.5
Maximum force (eV Å⁻¹): 19.29
Energy (hartree): -1570.152090

---

The evaluated HOMO energy for the records listed, in turn: -9.372 -7.208 eV.
The evaluated LUMO energy for the records listed, in turn: 0.91 0.25 eV.